[1]
Below is 17 unconnected molecules or ions with the total composition C34H102O17S17 in a non-equilibrium geometry, with properties calculated with wB97M-V/def2-TZVPD.

Each line ends with the Mulliken charge.
Element x y z (Å)
C1 16.5792 -5.9453 16.3676  -0.91
S1 18.1322 -5.0092 16.7881  0.58
O1 17.8953 -4.5646 18.2481  -0.37
C2 19.2780 -6.3386 17.0350  -1.08
H1 16.6970 -6.3481 15.3616  0.47
H2 15.7470 -5.2441 16.4294  0.24
H3 16.5008 -6.6380 17.2055  0.23
H4 19.1389 -6.8359 17.9949  0.27
H5 20.2957 -5.9640 17.1447  0.34
H6 19.2569 -7.1760 16.3375  0.44
C3 12.1272 -8.3753 17.0694  -1.00
S2 12.4950 -7.0995 18.3728  0.59
O2 12.7594 -5.8303 17.5588  -0.59
C4 10.7068 -6.8800 18.8472  -1.07
H7 11.6140 -9.2447 17.4803  0.39
H8 13.1338 -8.6205 16.7307  0.30
H9 11.4016 -7.8603 16.4399  0.33
H10 10.0896 -6.6503 17.9786  0.36
H11 10.6337 -6.0912 19.5960  0.29
H12 10.3379 -7.8227 19.2514  0.40
C5 18.9649 -2.0570 24.1948  -0.69
S3 17.1719 -1.4657 24.4927  0.43
O3 16.6474 -0.5971 23.3363  -0.45
C6 16.3636 -3.1276 24.2829  -1.06
H13 18.9575 -2.6212 23.2622  -0.02
H14 19.3187 -2.7062 24.9956  0.42
H15 19.5254 -1.1255 24.1150  0.36
H16 16.7727 -3.9529 24.8656  0.49
H17 16.4887 -3.4346 23.2445  0.15
H18 15.3206 -2.9854 24.5661  0.43
C7 17.0067 2.3460 24.3312  -0.63
S4 16.3623 2.7451 25.9845  0.63
O4 16.2718 1.4162 26.7213  -0.67
C8 17.8900 3.6427 26.5071  -1.18
H19 17.2738 3.2653 23.8100  0.39
H20 16.1712 2.0066 23.7190  -0.07
H21 17.9132 1.7410 24.3439  0.37
H22 18.7882 3.0792 26.2545  0.35
H23 17.9650 3.8182 27.5802  0.38
H24 18.0255 4.6350 26.0768  0.34
C9 20.1385 -4.4236 20.4670  -0.71
S5 21.6811 -3.8673 21.1561  0.55
O5 21.4580 -3.8290 22.6930  -0.66
C10 22.5223 -5.5611 20.8683  -1.01
H25 20.2272 -4.5556 19.3887  0.16
H26 19.4290 -3.5979 20.5214  0.03
H27 19.7814 -5.3619 20.8913  0.61
H28 22.2486 -6.0322 19.9242  0.30
H29 22.0347 -6.2020 21.6029  0.33
H30 23.5648 -5.5591 21.1866  0.36
C11 15.9310 -2.4515 15.5806  -0.75
S6 16.4941 -0.6928 15.5876  0.84
O6 17.4723 -0.6602 14.4194  -0.72
C12 14.8307 -0.0565 14.9831  -1.04
H31 15.9281 -2.9155 14.5943  0.48
H32 14.9492 -2.4664 16.0539  0.45
H33 16.4971 -3.0427 16.3004  -0.35
H34 14.1873 -0.2470 15.8421  0.22
H35 14.6752 -0.7933 14.1950  0.40
H36 14.8530 0.9571 14.5827  0.35
C13 19.8620 -0.8991 18.6985  -0.49
S7 21.2551 -1.1974 17.5746  0.35
O7 21.3665 -2.7168 17.4919  -0.58
C14 20.3809 -0.5365 15.9579  -0.58
H37 18.9056 -1.2479 18.3089  0.05
H38 19.6938 0.1636 18.8729  0.32
H39 19.9262 -1.3552 19.6865  0.24
H40 19.4558 -1.0990 15.8316  -0.03
H41 20.9831 -0.6780 15.0605  0.38
H42 20.1124 0.4814 16.2406  0.31
C15 10.1549 -0.1108 22.2779  -0.39
S8 8.3546 -0.1264 22.3138  0.44
O8 7.8226 -1.1310 23.3965  -0.67
C16 8.0010 1.5759 23.0589  -0.43
H43 10.4769 0.6658 21.5842  0.08
H44 10.6354 -1.0825 22.1640  0.39
H45 10.6224 0.2298 23.2017  0.05
H46 8.3192 1.5538 24.1012  0.30
H47 6.9345 1.7977 23.0191  0.43
H48 8.5146 2.4014 22.5661  -0.24
C17 10.8378 4.4863 21.4218  0.57
S9 9.9659 5.7897 22.3019  0.56
O9 10.6069 7.0334 21.6922  -0.66
C18 8.3092 5.5613 21.5351  -1.03
H49 11.8255 4.3666 21.8672  -0.13
H50 11.0699 4.7911 20.4013  -0.55
H51 10.2108 3.5955 21.3851  0.17
H52 8.2687 5.2615 20.4879  0.27
H53 7.7951 6.5203 21.5998  0.42
H54 7.7640 4.8213 22.1209  0.31
C19 11.7861 5.5917 17.9438  -1.36
S10 13.5574 4.9285 18.0353  0.71
O10 14.0020 4.7883 19.5040  -0.63
C20 13.1180 3.2119 17.5653  -0.93
H55 11.8352 6.6798 17.9867  0.44
H56 10.9653 5.1220 18.4857  0.31
H57 11.5906 5.3931 16.8901  0.45
H58 13.9861 2.5698 17.4168  0.01
H59 12.8174 3.1528 16.5193  0.55
H60 12.3572 2.8147 18.2373  0.38
C21 15.7797 -6.4547 20.6071  -0.22
S11 15.5889 -7.0528 22.3189  0.42
O11 16.5427 -6.2009 23.0936  -0.58
C22 13.9538 -6.1867 22.5678  -0.51
H61 16.4541 -5.6076 20.4818  0.14
H62 14.7652 -6.2851 20.2463  -0.10
H63 16.2657 -7.3545 20.2298  0.32
H64 13.3365 -6.8706 23.1503  0.37
H65 13.3198 -6.1146 21.6841  0.11
H66 14.1918 -5.2531 23.0775  0.06
C23 15.4961 7.1495 15.5502  -0.71
S12 16.8747 6.0125 16.0226  0.38
O12 16.8460 5.9138 17.5098  -0.47
C24 16.0977 4.3961 15.4421  -0.56
H67 15.2949 6.9720 14.4937  0.37
H68 15.8054 8.1890 15.6599  0.35
H69 14.5932 6.8439 16.0789  0.06
H70 15.2572 4.1641 16.0962  -0.18
H71 16.7902 3.5550 15.4744  0.36
H72 15.6895 4.4163 14.4316  0.48
C25 16.1804 2.8671 19.3609  -0.79
S13 17.8133 2.2703 19.9902  1.01
O13 18.8280 2.4860 18.8593  -0.80
C26 18.1630 3.7379 21.0138  -1.19
H73 15.6377 3.4561 20.1002  0.31
H74 15.5934 2.0697 18.9052  0.09
H75 16.4174 3.4003 18.4402  0.35
H76 18.5203 4.4985 20.3196  0.43
H77 19.0180 3.4664 21.6330  0.40
H78 17.2747 4.2088 21.4351  0.25
C27 14.2679 0.2580 21.2309  -0.89
S14 13.4840 -0.6328 19.8016  0.68
O14 13.4930 0.3153 18.5977  -0.52
C28 14.7654 -1.9742 19.7152  -1.26
H79 15.2211 0.7661 21.0845  0.03
H80 14.3798 -0.3458 22.1315  0.44
H81 13.4869 0.9966 21.4114  0.27
H82 15.7935 -1.7749 19.4128  0.27
H83 14.4410 -2.7294 18.9992  0.44
H84 14.8486 -2.4703 20.6822  0.42
C29 8.7981 0.7127 18.4417  -0.73
S15 8.7726 -0.1467 16.7646  0.42
O15 9.6594 0.4988 15.6621  -0.60
C30 9.7235 -1.6536 17.1711  -0.73
H85 9.8479 0.7703 18.7294  0.09
H86 8.2192 0.1856 19.2000  0.38
H87 8.3830 1.6452 18.0592  0.38
H88 10.8106 -1.5750 17.1837  0.19
H89 9.4069 -2.4467 16.4938  0.35
H90 9.4175 -1.9265 18.1810  0.29
C31 13.0476 1.5313 25.3127  -1.33
S16 12.4712 3.2749 24.9043  0.89
O16 11.3761 3.0921 23.8541  -0.48
C32 11.6694 3.7310 26.5013  -1.28
H91 13.5536 1.6897 26.2651  0.49
H92 13.6198 0.9867 24.5617  0.16
H93 12.1322 0.9777 25.5215  0.45
H94 11.0929 4.6062 26.2016  0.38
H95 12.4433 3.8281 27.2626  0.42
H96 11.0369 2.8744 26.7341  0.44
C33 14.6424 6.3927 25.8419  -0.44
S17 14.6604 7.1971 24.1181  0.39
O17 15.9975 7.1311 23.4590  -0.60
C34 13.4751 6.0950 23.2010  -0.68
H97 13.7363 6.6744 26.3783  0.38
H98 15.4823 6.6900 26.4699  0.40
H99 14.5108 5.3155 25.7401  -0.26
H100 14.0037 5.2425 22.7743  0.29
H101 13.1035 6.6586 22.3452  0.40
H102 12.6842 5.8929 23.9233  0.13

Calculated values
Energy relative to the best compared isomer or geometry (same formula, charge and spin) ... 129.8 kcal per mole
E_LUMO ... -0.006 Ha
Frontier orbital gap ... 8.140 eV
Total energy ... -255899.5497 eV

=====

[2]
Below is a molecular structure, C34H19F5N5OS2V, with properties calculated with wB97M-V/def2-TZVPD.

Each line ends with the Mulliken spin population.
Element x y z (Å)
V1 -0.1115 0.8208 -0.1843  2.12
C1 2.9853 -1.0767 -2.4569  -0.01
C2 4.1839 -0.5154 -2.0168  0.01
C3 4.1431 0.5701 -1.1784  -0.01
C4 2.9009 1.0733 -0.7637  0.03
N1 1.7580 0.5005 -1.1505  -0.07
C5 1.8025 -0.5450 -1.9985  0.03
N2 2.9462 2.2350 -0.0103  -0.01
C6 1.9595 2.7366 0.6371  0.01
N3 0.6902 2.2227 0.9084  -0.03
C7 -0.0299 3.1705 1.6432  0.02
N4 -1.2127 3.1144 2.1342  -0.01
C8 -2.0769 2.0390 1.9664  0.02
C9 -3.1855 2.0292 2.8240  -0.01
C10 -4.1251 1.0337 2.7045  0.01
C11 -3.9535 0.0657 1.7167  -0.01
C12 -2.8380 0.1432 0.9153  0.01
N5 -1.9066 1.0998 1.0333  -0.05
C13 0.8261 4.3609 1.8148  0.00
C14 0.5619 5.5834 2.4081  0.00
C15 1.5806 6.5262 2.3861  0.00
C16 2.8133 6.2478 1.7894  0.00
C17 3.0648 5.0190 1.1940  0.00
C18 2.0409 4.0880 1.2252  0.00
H1 2.9665 -1.9125 -3.1405  0.00
H2 5.1352 -0.9122 -2.3430  0.00
H3 5.0330 1.0701 -0.8316  0.00
H4 0.8391 -0.9362 -2.3063  0.00
H5 -3.2650 2.8192 3.5537  0.00
H6 -4.9838 1.0133 3.3611  0.00
H7 -4.6630 -0.7325 1.5645  0.00
H8 -2.6564 -0.5941 0.1412  0.01
H9 -0.3965 5.7848 2.8631  0.00
H10 1.4186 7.4966 2.8336  0.00
H11 3.5817 7.0089 1.7875  0.00
H12 4.0084 4.7917 0.7226  0.00
F1 -0.0275 4.7594 -6.1775  0.00
C19 -0.3464 3.8439 -5.2680  0.00
C20 0.2639 3.8493 -4.0235  0.00
F2 1.1701 4.7779 -3.7273  0.00
C21 -0.0818 2.8857 -3.0930  0.00
F3 0.5136 2.9593 -1.8963  0.00
C22 -1.0224 1.8944 -3.3352  0.00
S1 -1.5202 0.6723 -2.1570  -0.04
C23 -1.6168 1.9201 -4.5956  0.00
F4 -2.5290 1.0061 -4.9211  0.00
C24 -1.2942 2.8691 -5.5512  0.00
F5 -1.8850 2.8489 -6.7406  0.00
C25 -2.6780 -8.3032 1.7749  0.00
C26 -1.3824 -8.5390 1.0575  0.00
O1 -1.3018 -8.9751 -0.0507  0.00
S2 0.1287 -8.0931 2.0028  0.00
C27 0.0653 -6.3548 1.6271  0.01
C28 0.1103 -5.4359 2.6707  0.00
C29 0.1094 -4.0802 2.4069  0.01
C30 0.0503 -3.6156 1.0920  -0.01
C31 0.0007 -4.5433 0.0504  0.01
C32 0.0178 -5.8980 0.3130  0.00
C33 0.0444 -2.2114 0.8263  0.06
C34 0.0703 -1.0086 0.6462  -0.13
H13 -3.5050 -8.5783 1.1277  0.00
H14 -2.7389 -7.2504 2.0578  0.00
H15 -2.6953 -8.8805 2.6985  0.00
H16 0.1380 -5.7898 3.6915  0.00
H17 0.1458 -3.3685 3.2197  0.00
H18 -0.0401 -4.1911 -0.9717  0.00
H19 0.0011 -6.6094 -0.5011  0.00

Calculated values
Multiplicity ... 3
Energy relative to the best compared isomer or geometry (same formula, charge and spin) ... 0.0 kcal per mole
E_LUMO (spin up / spin down) ... -0.032 / -0.039 Ha
Frontier orbital gap (spin up / spin down) ... 7.221 / 7.196 eV
Total energy ... -106010.4548 eV